# 1
{
  "formula": "C15H24Br8FNO2S",
  "method": "wB97M-V/def2-TZVPD",
  "symbols": ["O", "S", "O", "F", "N", "C", "C", "C", "C", "C", "C", "C", "H", "H", "H", "H", "H", "H", "H", "H", "Br", "C", "C", "Br", "H", "H", "H", "H", "Br", "C", "C", "Br", "H", "H", "H", "H", "Br", "C", "C", "Br", "H", "H", "H", "H", "Br", "C", "C", "Br", "H", "H", "H", "H"],
  "coordinates": [[5.245, -1.632, -0.751], [5.583, -1.257, -2.090], [6.774, -1.931, -2.491], [5.842, 0.280, -2.258], [4.384, -1.739, -3.138], [3.291, -0.746, -3.343], [1.904, -1.282, -3.015], [0.959, -0.345, -2.580], [-0.322, -0.711, -2.213], [-0.698, -2.069, -2.279], [0.227, -2.987, -2.749], [1.519, -2.608, -3.114], [4.026, -2.595, -2.712], [3.463, 0.088, -2.641], [3.330, -0.283, -4.341], [1.258, 0.705, -2.515], [-1.004, 0.066, -1.884], [-1.684, -2.420, -1.989], [-0.044, -4.040, -2.843], [2.265, -3.329, -3.465], [9.335, -2.503, 2.121], [8.726, -1.149, 0.860], [9.828, -0.734, -0.076], [11.093, 0.464, 0.796], [8.329, -0.327, 1.448], [7.914, -1.620, 0.307], [9.425, -0.163, -0.910], [10.400, -1.573, -0.457], [-3.789, 1.492, 1.119], [-3.795, -0.337, 1.790], [-2.394, -0.871, 1.929], [-1.645, -1.366, 0.194], [-4.412, -0.920, 1.112], [-4.283, -0.280, 2.760], [-2.393, -1.789, 2.514], [-1.708, -0.158, 2.377], [-2.347, 4.961, 4.404], [-3.801, 6.011, 3.650], [-4.254, 5.455, 2.326], [-3.012, 5.910, 0.898], [-3.449, 7.036, 3.582], [-4.604, 5.953, 4.382], [-5.203, 5.898, 2.030], [-4.349, 4.372, 2.329], [-7.478, -1.948, -0.262], [-8.731, -1.095, 0.959], [-8.071, 0.013, 1.735], [-6.950, -0.692, 3.161], [-9.136, -1.877, 1.594], [-9.522, -0.698, 0.326], [-8.816, 0.627, 2.235], [-7.437, 0.647, 1.120]],
  "e_tot_ev": -595421.032,
  "homo_lumo_gap_ev": 9.82,
  "smiles": "O=S(=O)(F)NCc1ccccc1.BrCCBr.BrCCBr.BrCCBr.BrCCBr"
}

***

# 2
{
  "formula": "C2H4N2S3",
  "method": "wB97M-V/def2-TZVPD",
  "symbols": ["S", "C", "C", "N", "N", "S", "S", "H", "H", "H", "H"],
  "coordinates": [[3.120, -0.567, 0.050], [1.622, -0.133, -0.151], [0.412, -1.152, 0.114], [-0.725, -0.451, 0.419], [-0.782, 0.652, -0.315], [-2.070, 1.790, 0.156], [0.906, 1.448, -0.386], [0.198, -1.514, -0.875], [0.718, -1.930, 0.856], [-1.120, -0.483, 1.317], [-2.279, 2.340, -1.185]],
  "e_tot_ev": -37621.364,
  "homo_lumo_gap_ev": 8.01,
  "smiles": "S=C1CNN(S)S1"
}

***

# 3
{
  "formula": "C14H34F2N2O7P2ReSSi4Te",
  "method": "wB97M-V/def2-TZVPD",
  "symbols": ["Re", "O", "P", "O", "O", "O", "P", "O", "O", "O", "H", "H", "F", "C", "F", "H", "C", "Si", "C", "C", "Si", "Te", "Si", "C", "C", "C", "Si", "C", "C", "C", "H", "H", "H", "H", "H", "H", "H", "H", "H", "H", "H", "H", "H", "H", "H", "H", "H", "H", "H", "H", "H", "H", "H", "H", "H", "H", "H", "S", "C", "N", "C", "C", "C", "N", "H", "H", "H", "H"],
  "coordinates": [[3.043, 0.654, 0.190], [5.525, 1.875, -2.233], [4.388, 2.534, -1.387], [4.334, 3.979, -1.429], [3.055, 1.721, -1.582], [4.780, 1.959, 0.233], [5.653, 0.569, 0.712], [6.651, 1.175, 1.768], [6.338, -0.054, -0.426], [4.475, -0.114, 1.469], [5.796, 0.978, -1.929], [7.559, 0.935, 1.551], [2.740, 3.329, 1.448], [1.921, 2.273, 1.101], [1.314, 1.917, 2.283], [1.160, 2.695, 0.436], [-0.996, -3.553, 2.549], [-1.945, -1.951, 2.715], [-1.443, -1.082, 4.296], [-3.783, -2.319, 2.770], [-1.525, -0.453, 0.963], [0.960, -0.782, 0.560], [-2.293, -1.421, -1.019], [-1.592, -3.144, -1.254], [-4.162, -1.489, -1.054], [-1.724, -0.339, -2.468], [-2.568, 1.619, 1.336], [-2.347, 2.649, -0.213], [-4.393, 1.361, 1.664], [-1.820, 2.527, 2.782], [-1.041, -4.095, 3.498], [0.057, -3.385, 2.312], [-1.410, -4.191, 1.766], [-1.474, -1.756, 5.155], [-2.109, -0.239, 4.499], [-0.428, -0.683, 4.220], [-4.053, -2.747, 3.740], [-4.069, -3.040, 2.000], [-4.385, -1.421, 2.623], [-2.189, -3.881, -0.710], [-0.567, -3.218, -0.886], [-1.595, -3.426, -2.310], [-4.577, -2.022, -0.196], [-4.495, -2.000, -1.963], [-4.590, -0.484, -1.060], [-0.859, 0.273, -2.191], [-2.514, 0.354, -2.767], [-1.467, -0.945, -3.342], [-2.913, 2.246, -1.058], [-1.296, 2.689, -0.511], [-2.683, 3.674, -0.036], [-4.878, 0.728, 0.917], [-4.898, 2.331, 1.663], [-4.554, 0.902, 2.642], [-0.732, 2.510, 2.748], [-2.120, 2.080, 3.732], [-2.145, 3.571, 2.780], [3.475, -1.461, -1.219], [3.183, -0.787, -2.771], [1.885, -0.589, -3.122], [1.500, 0.035, -4.243], [2.464, 0.446, -5.119], [3.785, 0.169, -4.753], [4.144, -0.423, -3.630], [1.197, -0.857, -2.417], [0.438, 0.178, -4.381], [2.213, 0.955, -6.036], [4.600, 0.459, -5.408]],
  "e_tot_ev": -108172.505,
  "spin_multiplicity": 2,
  "homo_lumo_gap_ev": [6.30, 6.61]
}

***

# 4
{
  "formula": "C33H38N7O4PrS",
  "method": "wB97M-V/def2-TZVPD",
  "symbols": ["Pr", "C", "N", "C", "C", "C", "C", "C", "C", "N", "C", "C", "C", "C", "C", "C", "N", "C", "C", "C", "C", "C", "N", "H", "H", "H", "H", "H", "H", "H", "H", "H", "H", "H", "H", "H", "H", "H", "H", "H", "H", "C", "C", "C", "C", "C", "C", "C", "H", "H", "H", "H", "H", "H", "H", "C", "C", "S", "O", "O", "C", "C", "N", "C", "N", "C", "C", "N", "O", "O", "C", "H", "H", "H", "H", "H", "H", "H", "H", "H", "H", "H", "H", "H"],
  "coordinates": [[-1.413, 0.439, -0.297], [-3.912, 0.995, 2.133], [-2.780, 1.823, 1.660], [-1.806, 2.013, 2.748], [-1.143, 0.715, 3.144], [-0.570, 0.565, 4.397], [-0.003, -0.654, 4.734], [-0.069, -1.700, 3.823], [-0.645, -1.463, 2.592], [-1.145, -0.269, 2.234], [-3.268, 3.135, 1.206], [-3.845, 3.125, -0.189], [-4.826, 4.043, -0.532], [-5.261, 4.106, -1.845], [-4.701, 3.240, -2.772], [-3.726, 2.360, -2.347], [-3.301, 2.290, -1.079], [-4.606, 0.191, 1.058], [-5.979, 0.009, 1.111], [-6.595, -0.818, 0.184], [-5.817, -1.424, -0.790], [-4.458, -1.185, -0.780], [-3.850, -0.406, 0.126], [-4.653, 1.618, 2.643], [-3.541, 0.282, 2.870], [-2.276, 2.463, 3.631], [-1.036, 2.712, 2.408], [-0.584, 1.381, 5.107], [0.461, -0.795, 5.701], [0.317, -2.680, 4.064], [-0.719, -2.250, 1.851], [-2.430, 3.839, 1.192], [-4.007, 3.540, 1.905], [-5.227, 4.713, 0.218], [-6.013, 4.825, -2.141], [-5.007, 3.257, -3.808], [-3.245, 1.688, -3.049], [-6.563, 0.498, 1.880], [-7.662, -0.987, 0.222], [-6.255, -2.069, -1.538], [-3.822, -1.646, -1.531], [-0.157, 1.439, -2.155], [1.025, 1.843, -1.329], [0.843, 2.622, -0.171], [1.923, 3.056, 0.589], [3.211, 2.717, 0.214], [3.406, 1.936, -0.920], [2.333, 1.501, -1.678], [0.191, 0.907, -3.044], [-0.644, 2.357, -2.509], [-0.165, 2.971, 0.070], [1.764, 3.689, 1.454], [4.055, 3.081, 0.785], [4.407, 1.668, -1.233], [2.513, 0.891, -2.551], [7.060, -2.166, -3.521], [6.754, -2.127, -2.030], [5.044, -2.623, -1.787], [4.183, -1.525, -2.171], [4.792, -3.909, -2.371], [4.881, -2.785, 0.018], [3.533, -3.409, 0.380], [2.334, -2.765, -0.178], [1.782, -1.606, 0.239], [0.644, -1.355, -0.409], [0.538, -2.320, -1.372], [1.543, -3.219, -1.216], [1.684, -4.448, -1.962], [2.330, -5.354, -1.473], [1.109, -4.472, -3.028], [2.398, -0.719, 1.258], [8.071, -1.810, -3.706], [6.363, -1.535, -4.072], [6.977, -3.185, -3.896], [6.831, -1.125, -1.608], [7.369, -2.825, -1.460], [5.038, -1.790, 0.434], [5.665, -3.463, 0.353], [3.417, -3.426, 1.463], [3.530, -4.434, 0.031], [-0.269, -2.365, -2.086], [2.821, -1.285, 2.088], [1.662, -0.014, 1.634], [3.192, -0.137, 0.784]],
  "e_tot_ev": -78348.593,
  "spin_multiplicity": 3,
  "homo_lumo_gap_ev": [7.39, 7.41],
  "total_charge": 2
}

***

What is the formula in the fourth record?
C33H38N7O4PrS